Entry 1:
C25H44OP2Pd | the ωB97M-V functional and the def2-TZVPD basis

Cartesian coordinates (Å):
Pd -1.035 0.373 -0.417
C -0.608 -1.724 2.469
C 0.696 -2.170 2.101
C 0.870 -0.659 3.850
C -0.515 -0.701 3.461
C 1.605 -1.529 3.006
C -1.879 -2.343 2.063
H -1.826 -2.958 1.148
H -2.738 -1.646 1.978
H -2.142 -3.066 2.863
C -1.643 -0.207 4.265
H -2.511 -0.062 3.631
H -1.433 0.754 4.716
H -1.921 -0.897 5.073
C 1.423 0.092 4.991
H 1.935 -0.601 5.671
H 0.655 0.615 5.572
H 2.172 0.840 4.696
C 3.040 -1.823 3.165
H 3.157 -2.636 3.905
H 3.618 -0.967 3.554
H 3.507 -2.180 2.234
C 1.038 -3.373 1.329
H 1.260 -4.229 1.988
H 1.916 -3.211 0.700
H 0.199 -3.669 0.702
C -1.411 1.651 -2.900
C -1.951 0.320 -3.169
C -1.321 -0.682 -4.106
C 0.238 -0.653 -4.247
C 1.051 -0.260 -3.068
C 1.482 1.062 -2.832
C 0.964 2.277 -3.594
C -0.519 2.193 -3.975
H -1.742 -0.467 -5.111
H 0.525 0.001 -5.115
H -1.600 -1.724 -3.858
H -0.713 1.578 -4.889
H -2.222 2.331 -2.584
H -2.963 0.582 -3.637
H -0.878 3.231 -4.136
H 1.111 3.152 -2.919
H 2.554 1.195 -2.556
H 1.553 2.477 -4.520
H 0.579 -1.692 -4.500
H 1.572 -1.058 -2.552
P -2.534 -0.472 -1.778
C -3.605 0.792 -1.037
C -1.978 -2.142 -1.385
P 1.835 1.088 -0.019
C 0.542 1.341 -1.332
C 2.730 -0.432 -0.411
C 2.317 2.792 -0.098
H -3.057 1.643 -0.565
H -4.140 0.255 -0.247
H -4.238 1.138 -1.865
H -1.152 -2.560 -1.999
H -2.888 -2.752 -1.419
H -1.524 -2.163 -0.364
H 2.549 2.938 -1.159
H 3.187 2.930 0.554
H 1.508 3.474 0.216
H -0.221 2.195 -1.276
H -0.034 0.217 -1.608
H 3.296 -0.817 0.447
H 3.404 -0.138 -1.222
H 2.070 -1.256 -0.719
C -0.300 2.276 2.519
C -0.935 2.134 1.138
O -1.587 2.975 0.542
H 0.507 1.536 2.573
H -1.032 2.183 3.355
H 0.127 3.286 2.711

Computed properties:
- 2S+1 = 5
- E (eV) = -50715.236
- <S²> = 6.34
- net charge = +2

Mulliken population analysis, charges in e, atoms 1 to 4: -1.19, 0.24, 1.25, 0.18

=====

Entry 2:
C25H44OReSi3Te | the ωB97M-V functional and the def2-TZVPD basis

Cartesian coordinates (Å):
Re 1.476 -1.013 0.167
C 4.601 -1.867 1.471
C 3.734 -1.440 0.332
C 3.501 -0.054 0.072
C 2.940 0.333 -1.186
C 2.422 -0.605 -2.055
C 2.462 -1.990 -1.696
C 3.154 -2.395 -0.551
H 4.472 -2.923 1.703
H 4.417 -1.274 2.365
H 5.641 -1.709 1.178
H 3.908 0.694 0.737
H 2.887 1.388 -1.428
H 1.977 -0.302 -2.993
H 1.983 -2.756 -2.291
H 3.263 -3.442 -0.300
C -1.466 2.806 -4.384
Si -1.879 3.878 -2.904
C -0.475 5.021 -2.506
C -3.535 4.666 -3.015
C -1.982 2.679 -1.343
Te -0.438 1.308 -1.517
C -1.481 -0.238 -2.438
Si -2.445 -1.575 -1.426
C -1.183 -2.401 -0.311
C -3.077 -2.721 -2.725
C -3.791 -0.721 -0.491
H -1.249 3.461 -5.232
H -2.296 2.164 -4.685
H -0.570 2.182 -4.272
H -0.201 5.604 -3.388
H 0.431 4.497 -2.183
H -0.751 5.730 -1.723
H -3.535 5.386 -3.838
H -3.786 5.213 -2.105
H -4.325 3.940 -3.214
H -2.916 2.118 -1.275
H -1.829 3.275 -0.445
H -0.765 -0.717 -3.110
H -2.213 0.291 -3.056
H -0.261 -2.643 -0.869
H -1.562 -3.357 0.060
H -0.955 -1.799 0.572
H -2.275 -3.247 -3.247
H -3.679 -2.195 -3.468
H -3.719 -3.478 -2.267
H -3.422 0.027 0.210
H -4.364 -1.449 0.088
H -4.495 -0.241 -1.174
C -2.086 1.788 2.078
Si -0.288 1.530 1.773
C 0.706 3.004 1.243
C 0.469 0.653 3.199
O -0.151 0.414 0.316
H -2.177 2.240 3.071
H -2.607 0.831 2.127
H -2.615 2.441 1.389
H 0.674 3.747 2.046
H 0.361 3.530 0.350
H 1.756 2.735 1.107
H 0.190 1.208 4.101
H 1.558 0.637 3.150
H 0.088 -0.361 3.325
C 1.458 -1.901 1.718
C 1.644 -2.708 2.842
C 1.251 -4.063 2.751
C 1.424 -4.895 3.837
C 1.992 -4.393 5.005
C 2.387 -3.058 5.104
C 2.213 -2.210 4.034
H 0.814 -4.435 1.832
H 1.123 -5.932 3.780
H 2.129 -5.051 5.854
H 2.826 -2.690 6.021
H 2.512 -1.172 4.104

Computed properties:
- 2S+1 = 1
- E (eV) = -61717.948
- net charge = +3

Mulliken population analysis, charges in e, atoms 1 to 4: -0.30, -1.52, 0.66, -0.38

=====

Entry 3:
C25H45BCl18F7O4S | the ωB97M-V functional and the def2-TZVPD basis

Cartesian coordinates (Å):
C 0.654 3.428 -0.304
C 0.167 2.712 -1.549
C 0.799 1.353 -1.732
C 0.064 0.370 -2.706
O -0.274 -0.768 -1.967
B 0.699 -0.723 -0.888
S 0.075 -1.672 0.682
O -0.655 -0.853 1.625
O -0.601 -2.893 0.264
C 1.537 -2.319 1.678
F 1.963 -3.496 1.151
F 1.072 -2.570 2.933
C 2.744 -1.355 1.786
F 3.597 -1.628 0.770
F 2.361 -0.079 1.731
C 3.562 -1.554 3.091
F 2.929 -1.011 4.150
F 3.813 -2.849 3.327
F 4.752 -0.922 2.949
O 0.692 0.668 -0.480
H 0.604 2.797 0.570
H -0.005 4.273 -0.134
H 1.649 3.844 -0.418
H -0.910 2.605 -1.521
H 0.437 3.327 -2.407
H 1.869 1.400 -1.935
H 0.828 0.073 -3.440
H -0.747 0.769 -3.298
H 1.799 -1.138 -1.239
Cl -5.782 -0.183 3.728
C -4.274 -0.855 3.034
C -3.072 -0.003 3.334
Cl -3.115 1.548 2.463
H -4.420 -0.964 1.964
H -4.139 -1.842 3.472
H -2.171 -0.515 2.997
H -2.988 0.207 4.397
Cl -5.022 -2.768 -2.714
C -3.460 -3.531 -3.133
C -2.313 -2.560 -3.072
Cl -2.406 -1.328 -4.360
H -3.568 -3.968 -4.123
H -3.295 -4.329 -2.411
H -1.373 -3.089 -3.208
H -2.264 -2.036 -2.124
Cl 4.194 -5.313 -1.662
C 4.460 -5.088 0.087
C 5.357 -6.150 0.665
Cl 4.578 -7.759 0.689
H 3.493 -5.080 0.572
H 4.922 -4.111 0.216
H 5.599 -5.905 1.696
H 6.283 -6.240 0.104
Cl 4.936 2.718 1.665
C 6.514 1.950 1.947
C 7.094 2.308 3.290
Cl 7.583 4.022 3.382
H 7.180 2.240 1.138
H 6.354 0.874 1.900
H 7.987 1.714 3.474
H 6.380 2.123 4.088
Cl -3.041 6.772 3.322
C -3.246 5.004 3.481
C -2.026 4.335 4.055
Cl -0.649 4.352 2.931
H -3.487 4.605 2.500
H -4.096 4.844 4.142
H -2.255 3.289 4.251
H -1.713 4.807 4.983
Cl -8.970 -0.446 -5.638
C -9.332 -2.157 -5.292
C -8.127 -2.909 -4.791
Cl -6.885 -3.110 -6.049
H -9.725 -2.602 -6.203
H -10.110 -2.170 -4.532
H -8.427 -3.907 -4.476
H -7.661 -2.405 -3.949
Cl 6.720 -6.770 3.954
C 6.374 -8.518 3.935
C 7.539 -9.332 4.434
Cl 8.925 -9.282 3.314
H 6.099 -8.789 2.920
H 5.512 -8.678 4.581
H 7.241 -10.374 4.525
H 7.883 -8.980 5.403
Cl -0.662 6.054 -2.489
C -1.687 7.263 -1.675
C -0.897 8.135 -0.736
Cl -0.307 7.219 0.673
H -2.471 6.726 -1.147
H -2.147 7.869 -2.454
H -1.536 8.931 -0.356
H -0.039 8.582 -1.232
Cl -4.440 4.938 -2.858
C -4.456 4.936 -4.636
C -3.396 5.844 -5.203
Cl -3.749 7.567 -4.894
H -5.451 5.224 -4.965
H -4.264 3.913 -4.954
H -3.347 5.720 -6.284
H -2.421 5.625 -4.777

Computed properties:
- 2S+1 = 1
- E (eV) = -290788.710
- net charge = -1

Mulliken population analysis, charges in e, atoms 1 to 4: -0.69, -0.69, 0.10, -0.86

=====

What did the third record say?
C25H45BCl18F7O4S | the ωB97M-V functional and the def2-TZVPD basis

Cartesian coordinates (Å):
C 0.654 3.428 -0.304
C 0.167 2.712 -1.549
C 0.799 1.353 -1.732
C 0.064 0.370 -2.706
O -0.274 -0.768 -1.967
B 0.699 -0.723 -0.888
S 0.075 -1.672 0.682
O -0.655 -0.853 1.625
O -0.601 -2.893 0.264
C 1.537 -2.319 1.678
F 1.963 -3.496 1.151
F 1.072 -2.570 2.933
C 2.744 -1.355 1.786
F 3.597 -1.628 0.770
F 2.361 -0.079 1.731
C 3.562 -1.554 3.091
F 2.929 -1.011 4.150
F 3.813 -2.849 3.327
F 4.752 -0.922 2.949
O 0.692 0.668 -0.480
H 0.604 2.797 0.570
H -0.005 4.273 -0.134
H 1.649 3.844 -0.418
H -0.910 2.605 -1.521
H 0.437 3.327 -2.407
H 1.869 1.400 -1.935
H 0.828 0.073 -3.440
H -0.747 0.769 -3.298
H 1.799 -1.138 -1.239
Cl -5.782 -0.183 3.728
C -4.274 -0.855 3.034
C -3.072 -0.003 3.334
Cl -3.115 1.548 2.463
H -4.420 -0.964 1.964
H -4.139 -1.842 3.472
H -2.171 -0.515 2.997
H -2.988 0.207 4.397
Cl -5.022 -2.768 -2.714
C -3.460 -3.531 -3.133
C -2.313 -2.560 -3.072
Cl -2.406 -1.328 -4.360
H -3.568 -3.968 -4.123
H -3.295 -4.329 -2.411
H -1.373 -3.089 -3.208
H -2.264 -2.036 -2.124
Cl 4.194 -5.313 -1.662
C 4.460 -5.088 0.087
C 5.357 -6.150 0.665
Cl 4.578 -7.759 0.689
H 3.493 -5.080 0.572
H 4.922 -4.111 0.216
H 5.599 -5.905 1.696
H 6.283 -6.240 0.104
Cl 4.936 2.718 1.665
C 6.514 1.950 1.947
C 7.094 2.308 3.290
Cl 7.583 4.022 3.382
H 7.180 2.240 1.138
H 6.354 0.874 1.900
H 7.987 1.714 3.474
H 6.380 2.123 4.088
Cl -3.041 6.772 3.322
C -3.246 5.004 3.481
C -2.026 4.335 4.055
Cl -0.649 4.352 2.931
H -3.487 4.605 2.500
H -4.096 4.844 4.142
H -2.255 3.289 4.251
H -1.713 4.807 4.983
Cl -8.970 -0.446 -5.638
C -9.332 -2.157 -5.292
C -8.127 -2.909 -4.791
Cl -6.885 -3.110 -6.049
H -9.725 -2.602 -6.203
H -10.110 -2.170 -4.532
H -8.427 -3.907 -4.476
H -7.661 -2.405 -3.949
Cl 6.720 -6.770 3.954
C 6.374 -8.518 3.935
C 7.539 -9.332 4.434
Cl 8.925 -9.282 3.314
H 6.099 -8.789 2.920
H 5.512 -8.678 4.581
H 7.241 -10.374 4.525
H 7.883 -8.980 5.403
Cl -0.662 6.054 -2.489
C -1.687 7.263 -1.675
C -0.897 8.135 -0.736
Cl -0.307 7.219 0.673
H -2.471 6.726 -1.147
H -2.147 7.869 -2.454
H -1.536 8.931 -0.356
H -0.039 8.582 -1.232
Cl -4.440 4.938 -2.858
C -4.456 4.936 -4.636
C -3.396 5.844 -5.203
Cl -3.749 7.567 -4.894
H -5.451 5.224 -4.965
H -4.264 3.913 -4.954
H -3.347 5.720 -6.284
H -2.421 5.625 -4.777

Computed properties:
- 2S+1 = 1
- E (eV) = -290788.710
- net charge = -1

Mulliken population analysis, charges in e, atoms 1 to 4: -0.69, -0.69, 0.10, -0.86

=====

Q: Which value of 2S+1 does entry 1 give?
A: 5